# C62H60O4P4PdSi

C62H60O4P4PdSi as an isolated structure (the ωB97M-V functional and the def2-TZVPD basis, the OMol25 dataset).

Positions of all 132 atoms, in Å:
Pd  -0.2625  1.5725  -0.4071
C  5.0852  2.0150  2.2374
C  5.0699  2.8629  1.1439
C  4.1332  2.6775  0.1335
C  3.2022  1.6480  0.2148
C  3.1910  0.8259  1.3450
C  4.1410  0.9994  2.3356
P  1.9342  1.4017  -1.0743
C  2.6901  2.1819  -2.5402
C  1.9692  3.1835  -3.1804
C  2.4651  3.7828  -4.3309
C  3.6868  3.3803  -4.8463
C  4.4174  2.3830  -4.2088
C  3.9229  1.7891  -3.0594
C  2.0298  -0.4351  -1.3409
C  3.2271  -1.0969  -1.0661
C  3.3026  -2.4795  -1.0685
C  2.1524  -3.2122  -1.3104
C  0.9716  -2.5621  -1.6340
C  0.8883  -1.1725  -1.7117
Si  -1.7220  -0.1027  0.2491
C  -2.6591  0.2851  1.8584
C  -3.7509  -0.3986  2.3986
C  -4.4001  0.0733  3.5256
C  -3.9770  1.2461  4.1436
C  -2.9026  1.9424  3.6242
C  -2.2529  1.4616  2.4875
P  -0.8212  2.2910  1.7324
C  0.4224  2.2050  3.0570
C  1.3962  3.1943  3.1837
C  2.3099  3.1429  4.2231
C  2.2783  2.0878  5.1258
C  1.3437  1.0745  4.9729
C  0.4132  1.1289  3.9431
C  -1.3098  4.0486  1.6617
C  -1.7918  4.5203  0.4426
C  -2.2460  5.8255  0.3242
C  -2.2096  6.6746  1.4202
C  -1.7220  6.2151  2.6367
C  -1.2762  4.9077  2.7588
C  -2.8719  0.9219  -0.9319
C  -4.0180  1.6792  -0.6531
C  -4.3263  2.7627  -1.4522
C  -3.5078  3.0875  -2.5390
C  -2.4238  2.2941  -2.8684
C  -2.1324  1.1597  -2.0912
P  -0.7484  -0.2374  -2.1761
C  -0.1496  0.2076  -3.9045
C  1.1725  0.1783  -4.3365
C  1.5110  0.4307  -5.6618
C  0.5252  0.6821  -6.5990
C  -0.8063  0.6562  -6.2025
C  -1.1327  0.4159  -4.8788
C  -1.8404  -1.6306  -2.7639
C  -1.3026  -2.5319  -3.6874
C  -2.0709  -3.5461  -4.2353
C  -3.4127  -3.6648  -3.8995
C  -3.9727  -2.7518  -3.0229
C  -3.1951  -1.7460  -2.4614
H  5.8237  2.1465  3.0186
H  5.7946  3.6634  1.0630
H  4.1424  3.3327  -0.7297
H  2.4503  0.0370  1.4399
H  4.1363  0.3510  3.1990
H  1.0043  3.4737  -2.7791
H  1.8931  4.5560  -4.8276
H  4.0732  3.8401  -5.7472
H  5.3720  2.0685  -4.6116
H  4.4923  1.0077  -2.5700
H  4.1074  -0.5249  -0.8001
H  4.2397  -2.9733  -0.8417
H  2.1670  -4.2938  -1.2484
H  0.0923  -3.1661  -1.8052
H  -4.1068  -1.3156  1.9442
H  -5.2416  -0.4754  3.9303
H  -4.4866  1.6116  5.0261
H  -2.5699  2.8568  4.1007
H  1.4281  4.0155  2.4766
H  3.0548  3.9222  4.3225
H  2.9910  2.0507  5.9406
H  1.3213  0.2430  5.6670
H  -0.3288  0.3424  3.8487
H  -1.8123  3.8590  -0.4173
H  -2.6222  6.1786  -0.6277
H  -2.5556  7.6962  1.3273
H  -1.6869  6.8771  3.4926
H  -0.8852  4.5619  3.7083
H  -4.6086  1.4676  0.2322
H  -5.1786  3.3884  -1.2155
H  -3.7378  3.9608  -3.1387
H  -1.8162  2.5508  -3.7271
H  1.9692  -0.0576  -3.6498
H  2.5541  0.4193  -5.9529
H  0.7849  0.8719  -7.6329
H  -1.5948  0.8092  -6.9290
H  -2.1773  0.3563  -4.6026
H  -0.2717  -2.4276  -3.9991
H  -1.6225  -4.2314  -4.9437
H  -4.0178  -4.4498  -4.3349
H  -5.0235  -2.8142  -2.7687
H  -3.6679  -1.0421  -1.7938
C  -2.7911  -3.9422  0.0891
C  -1.7837  -4.7508  0.8842
C  -2.3647  -5.2685  2.1916
C  -1.2448  -5.8961  0.0414
O  -0.6138  -3.9243  1.1382
P  -0.5515  -2.5315  1.9020
O  -1.4234  -2.4361  3.0814
O  -0.7322  -1.3912  0.8525
O  1.0066  -2.4039  2.1583
C  1.8231  -3.2689  3.0063
C  2.9766  -2.3757  3.4259
C  1.0596  -3.7678  4.2253
C  2.3285  -4.4330  2.1655
H  -3.6279  -4.5706  -0.2182
H  -2.3181  -3.5345  -0.8044
H  -3.1861  -3.1206  0.6904
H  -3.2013  -5.9355  1.9752
H  -2.7051  -4.4489  2.8212
H  -1.6080  -5.8322  2.7397
H  -2.0512  -6.5833  -0.2174
H  -0.4822  -6.4455  0.5951
H  -0.8013  -5.5125  -0.8788
H  2.5999  -1.5369  4.0118
H  3.4899  -1.9888  2.5415
H  3.6914  -2.9385  4.0285
H  0.6215  -2.9377  4.7784
H  1.7517  -4.3089  4.8731
H  0.2512  -4.4406  3.9430
H  2.8886  -4.0578  1.3099
H  1.4970  -5.0353  1.8015
H  2.9845  -5.0622  2.7693

Forces on the atoms, in the same order (eV/Å):
0.065 -0.204 0.612
-0.003 -0.021 0.034
0.002 0.020 -0.029
0.029 0.021 -0.034
-0.079 0.032 0.029
0.023 0.013 -0.002
-0.021 0.057 0.016
0.036 -0.134 -0.139
0.035 0.052 0.006
0.015 -0.008 0.016
0.016 0.004 -0.002
-0.005 0.003 -0.007
0.000 -0.005 0.005
-0.012 0.017 -0.009
-0.086 0.004 0.000
-0.009 0.035 0.005
-0.004 -0.023 -0.003
0.030 0.007 0.001
0.042 0.035 -0.016
0.021 -0.110 -0.033
0.148 0.387 0.399
0.079 0.167 -0.014
0.021 -0.078 -0.044
-0.002 -0.014 -0.013
-0.001 0.013 0.006
0.001 0.019 -0.003
-0.044 -0.027 0.006
0.112 0.206 -0.260
-0.001 -0.005 -0.016
-0.004 -0.024 -0.012
0.040 -0.013 -0.016
0.035 -0.019 -0.013
-0.017 -0.029 -0.008
0.028 0.045 0.049
0.023 -0.011 0.020
-0.013 0.010 0.018
0.004 0.005 0.005
-0.007 0.000 0.006
0.005 0.001 -0.001
-0.011 0.006 0.011
-0.150 -0.415 -0.187
0.134 -0.044 0.151
-0.009 0.053 -0.035
-0.045 0.034 0.031
0.049 -0.036 0.087
-0.243 -0.056 -0.346
0.310 0.415 0.010
-0.011 -0.026 -0.013
0.023 -0.003 0.024
-0.008 -0.006 -0.018
0.002 -0.010 0.007
-0.011 0.012 0.003
0.006 0.042 0.024
-0.056 -0.014 0.051
0.015 -0.023 0.051
0.017 0.004 0.003
-0.010 -0.006 -0.008
-0.007 0.008 -0.007
0.027 -0.013 -0.026
-0.007 -0.002 -0.002
-0.005 0.000 0.000
0.001 -0.016 0.035
0.000 0.013 -0.014
-0.013 -0.061 0.078
-0.011 0.007 -0.004
-0.001 -0.001 0.001
-0.002 -0.001 0.000
-0.001 0.000 0.001
0.003 -0.003 0.001
0.008 -0.008 -0.003
-0.007 0.003 0.000
0.002 -0.007 0.007
-0.025 -0.006 -0.029
0.037 -0.040 -0.023
0.003 0.002 -0.003
0.000 -0.002 0.000
0.004 0.004 -0.001
0.005 -0.010 0.006
-0.002 0.001 0.001
-0.007 0.000 -0.003
0.006 0.009 -0.001
0.021 0.011 -0.016
-0.004 -0.003 -0.008
0.001 -0.004 0.001
-0.001 -0.001 0.000
0.000 -0.002 -0.004
-0.021 0.005 -0.010
-0.025 -0.003 -0.021
0.004 -0.005 0.000
0.012 0.005 0.006
-0.009 -0.034 -0.049
-0.040 -0.017 -0.057
-0.002 0.000 0.005
0.000 0.000 0.002
0.001 -0.002 0.005
-0.022 0.025 0.011
0.011 -0.018 0.008
0.000 0.003 0.001
0.000 0.000 0.002
0.003 0.005 0.005
-0.012 -0.022 0.003
0.001 0.018 0.004
-0.037 -0.015 -0.031
0.044 0.026 -0.003
0.032 0.014 0.012
0.038 0.029 -0.010
0.194 0.093 0.249
-0.042 -0.065 -0.046
-0.540 -0.408 -0.513
-0.054 0.002 0.069
0.012 -0.038 -0.029
0.051 0.025 -0.053
-0.027 0.072 -0.030
-0.043 0.028 -0.018
-0.009 -0.002 -0.001
-0.017 -0.025 0.020
-0.018 0.056 0.027
0.004 0.004 0.003
-0.007 0.015 -0.009
0.004 -0.019 0.008
0.000 -0.001 -0.003
-0.001 -0.003 -0.008
-0.006 -0.004 -0.004
0.020 0.059 0.009
-0.035 -0.020 0.059
-0.005 0.006 0.004
0.012 0.001 0.010
-0.009 0.007 -0.007
-0.028 -0.027 -0.010
0.003 -0.004 -0.016
0.021 0.003 0.005
0.007 -0.001 0.006

Values from the calculation:
**Largest force on an atom**: 0.01651 Eh/bohr
**2S+1**: 1
**Total charge**: 0
**Relative energy (zero: lowest compared OMol25 entry of this formula, charge and spin)**: 0.0 kcal/mol
**HOMO**: -6.3 eV